1.
109
Properties=species:S:1:pos:R:3:forces:R:3 method="wB97M-V/def2-TZVPD" total_charge=-2 homo_ev=-1.96
H 2.13050 -4.08315 -1.88206 0.0 0.0 0.0
C 1.03911 -5.79596 -1.20695 0.0 0.1 0.0
C 1.26207 -4.43107 -1.34338 -0.1 -0.1 -0.1
H 5.80430 2.02161 0.19899 0.0 0.0 0.0
C -3.90923 -1.18934 -3.72683 0.0 0.0 0.0
N 3.89502 -1.63187 0.74508 0.0 0.0 0.1
H 3.60100 -1.54191 3.30724 0.0 0.0 0.0
C 3.34398 0.56259 3.67725 0.0 0.0 0.0
H -6.57200 -0.97092 3.41943 0.0 0.0 0.0
H -0.18309 3.34844 2.36535 0.0 0.0 0.0
C 3.74128 2.30000 -2.44922 0.0 0.0 0.0
C 3.53334 0.79727 0.82102 0.1 -0.1 0.1
H 0.33859 3.75372 3.99890 0.0 0.0 0.0
C -2.91480 2.69278 2.52761 0.1 0.0 0.1
C -3.81364 5.18305 -2.33646 0.0 0.0 0.0
C 3.63516 -0.44333 1.49479 0.0 0.0 0.0
H -6.49062 -5.26134 5.44365 0.0 0.0 0.0
C -0.74345 -3.97222 -0.06243 0.0 0.0 -0.1
C -3.74667 -1.36351 1.48277 0.1 -0.1 0.0
C 3.39174 1.91795 1.66937 0.0 0.0 0.0
F -2.42853 6.65941 -1.14598 0.0 0.0 0.0
H -1.11266 4.57200 -0.40615 0.0 0.0 0.0
C 3.90956 -3.70703 0.31529 0.1 0.0 0.0
H 4.09362 3.46888 -4.17969 0.0 0.0 0.0
C 0.38271 -3.51511 -0.77304 0.0 0.1 0.0
C 0.32304 2.18854 -3.50108 0.1 -0.1 -0.1
C -5.69693 -1.44405 2.98308 0.0 0.0 0.0
C 5.74601 3.61992 -2.80848 0.1 0.0 0.1
C 6.17794 3.19784 -1.54744 -0.1 0.0 -0.1
C -3.11854 -0.84128 -2.64350 0.0 0.0 0.0
C -5.38091 -2.78383 3.38589 0.0 0.1 0.0
F -5.20407 3.72030 -3.47892 0.0 0.1 0.0
C -1.93019 4.32817 -1.08530 -0.1 -0.1 0.0
C 4.73523 -1.76517 -0.30405 0.1 0.0 0.0
H -0.70208 4.88417 3.10096 0.0 0.0 0.0
C 1.62765 -1.68931 -1.66111 0.1 0.0 0.0
C -4.93731 -0.77964 2.09242 0.0 0.0 0.0
H -2.29271 2.82396 1.64611 0.0 0.0 -0.1
C -2.71301 5.37343 -1.52462 0.0 0.0 0.0
H -0.68433 2.54985 -3.59951 0.0 -0.1 0.1
H 4.07289 -0.07352 5.61253 0.0 0.0 0.0
H 1.47130 -1.94268 -2.71315 0.0 0.0 0.0
C -4.49182 -0.15377 -4.44109 0.0 0.0 0.0
H 3.11294 1.40634 5.64184 0.0 0.0 0.0
C 1.33047 2.73765 -2.74383 0.0 0.0 -0.1
H 3.31470 2.89209 1.19918 0.0 0.0 0.0
H -4.45532 5.99584 -2.64372 0.0 0.0 0.0
C -4.25269 -3.41282 2.81169 0.0 0.0 0.0
O -3.05416 -0.66992 0.70035 -1.6 -0.6 0.7
C 0.18567 -0.67748 2.68942 -0.1 -0.2 0.2
O 0.55476 -2.17596 -0.85642 0.0 -0.1 0.0
C -3.96253 -4.73272 3.23677 0.0 0.0 0.0
C 0.92772 1.06722 -4.09934 0.0 0.0 0.0
C -0.48540 3.83395 3.29224 -0.1 0.0 0.0
N 2.20422 0.94453 -3.75516 0.0 0.0 0.1
C -0.94765 -5.34163 0.05012 0.0 0.0 0.0
N -2.42292 -3.47016 1.30876 -0.1 0.0 0.0
C -3.26313 2.79881 -2.36433 0.0 -0.1 0.0
C -6.17284 -3.46460 4.32637 0.0 0.0 0.0
C -4.74898 -5.37673 4.15894 0.0 0.0 0.0
H -4.74368 1.96210 -4.59037 0.0 0.0 0.0
H 5.32674 -3.57044 -1.41768 0.0 0.0 0.0
H -7.03286 -2.95076 4.74455 0.0 0.0 0.0
C 3.29641 1.80175 3.04360 0.0 0.0 0.0
N -1.65784 -2.99400 0.42991 0.1 0.0 0.1
H -1.83102 -5.67127 0.58038 0.0 0.0 0.0
S -1.90246 2.96686 4.00782 0.1 -0.1 0.0
H 1.73590 -6.49370 -1.65645 0.0 0.0 0.0
C -3.44669 -2.71804 1.83768 0.0 0.0 0.1
H 1.65322 -0.60801 -1.55403 0.0 0.0 0.0
H 3.16058 2.69874 3.64077 0.0 0.0 0.0
H 0.48558 0.34155 -4.76570 0.0 0.0 0.0
N 2.42928 1.96787 -2.91173 0.1 0.1 -0.3
C -4.29812 1.15383 -4.03390 0.0 0.0 0.0
H -3.74658 3.39213 2.47434 0.0 0.0 0.0
H 2.58842 -2.07618 -1.32389 -0.2 0.0 -0.1
H -3.09372 -5.22195 2.82059 0.0 0.0 0.0
H -2.62621 -1.61121 -2.04866 0.0 0.1 0.0
H -4.04904 -2.22686 -3.99981 0.0 0.0 0.0
C -4.06289 3.88136 -2.72420 0.0 0.0 0.0
H 2.32208 -0.15607 5.44465 0.0 0.0 0.0
N -2.91792 0.41145 -2.25502 -0.4 0.0 -0.3
O -0.46506 -1.40751 3.24875 0.2 0.1 0.0
C -0.06520 -6.25571 -0.50814 0.0 0.0 0.0
H -5.17584 0.23086 1.78070 0.0 0.0 0.0
C 6.56283 4.55478 -3.66250 0.0 0.0 0.0
C -5.87409 -4.74652 4.71689 0.0 0.0 0.0
H 7.13638 3.54709 -1.17226 0.0 0.0 0.0
N 3.49119 0.86324 -0.53496 -0.1 0.2 -0.1
C 5.42976 2.33949 -0.76798 0.0 0.0 0.1
C 4.50612 3.15366 -3.22531 -0.1 0.0 0.0
H 6.84577 4.09732 -4.61481 0.0 0.0 0.0
C 3.53311 -0.55199 2.87066 0.0 0.0 0.0
C 3.20601 0.42601 5.17113 0.0 0.0 0.0
H 3.62387 -4.74381 0.40556 0.0 0.0 0.0
C -2.17085 2.99873 -1.47761 -0.1 0.2 0.0
N 3.38498 -2.81525 1.13880 0.0 0.0 0.0
H 6.01623 5.47298 -3.89525 0.0 0.0 0.0
Cs -0.97463 0.32453 -0.18092 1.9 0.9 -0.4
H -4.49303 -6.38523 4.46444 0.0 0.0 0.0
H -5.09999 -0.36199 -5.31445 0.0 0.0 0.0
C -3.51610 1.42102 -2.89989 0.0 0.1 0.0
H -0.24922 -7.31853 -0.40729 0.0 0.0 0.0
C 4.77501 -3.10450 -0.61904 0.0 0.0 0.1
H 7.48266 4.84146 -3.14904 0.0 0.0 0.0
C 4.17753 1.81514 -1.19426 0.1 -0.2 0.2
H 5.19696 -0.90232 -0.75057 0.0 0.0 0.0
H 1.35833 3.61972 -2.12673 0.0 0.0 0.1
H -3.28616 1.66989 2.54104 0.0 0.0 0.0

***

2.
108
Properties=species:S:1:pos:R:3:forces:R:3 method="wB97M-V/def2-TZVPD" total_charge=-2 homo_ev="-1.82 / -1.82"
H 2.65944 -4.01472 0.60133 -0.9 0.3 -0.2
C -0.09672 -5.48028 1.84917 -1.5 0.4 -0.6
H 1.10136 2.23611 1.73122 -0.7 0.9 0.0
C 0.33404 -1.85891 3.60232 -0.8 0.0 1.0
H 1.36334 2.08066 -5.35080 0.0 0.0 0.1
C 3.09816 -0.94516 -0.65510 0.5 0.4 0.1
H 4.39817 5.56112 0.24041 0.5 0.7 0.6
C -3.32742 -0.27803 -1.59971 -0.5 -0.9 0.4
C 3.32367 0.25637 0.03585 1.4 1.0 0.2
H -0.46703 -0.73239 -5.72148 -0.8 0.4 -0.5
C 1.57632 -4.12547 0.80642 0.8 -0.4 0.5
Sc -0.75976 0.78465 -0.79026 -0.9 0.1 0.1
C 3.41062 3.66148 0.26844 -0.1 0.5 -0.5
H -0.14975 3.03373 -5.18251 0.5 -0.8 0.5
C 0.31779 6.36500 2.22437 0.1 -0.2 -0.4
H -0.41781 -6.43935 2.23066 0.0 0.0 0.3
H 4.73543 1.70442 0.86783 0.1 -1.9 -0.1
H 2.20877 -2.06804 4.64741 -0.1 0.0 -0.3
H 0.04567 -2.09388 -4.75667 0.0 -0.1 0.4
H 6.27704 -2.15316 -0.35919 -0.1 -0.1 -0.1
C -3.34466 -4.89172 -0.72785 -0.2 0.0 -0.9
H 6.61751 -0.02070 0.70317 0.7 0.1 0.2
N -0.10431 -0.60617 -2.54628 0.6 -1.4 0.0
C 4.17709 -1.79231 -0.79996 1.2 0.0 0.8
O -2.57876 0.71452 -1.91097 -0.1 0.5 0.0
O 0.07884 -2.01948 -2.42520 -0.1 1.3 -0.7
H -4.30331 1.12086 1.59766 0.1 -0.2 -0.8
C 1.84957 1.49323 1.67542 2.0 -0.2 -1.1
C 5.44493 -1.46570 -0.25801 -1.1 -2.1 -1.3
H -5.09173 -0.01203 -0.46790 -0.4 0.6 0.2
C 0.28887 2.00292 -5.14305 -1.0 0.4 -1.2
H 2.75876 1.79381 2.18492 0.1 0.4 0.1
H -1.21292 3.34396 3.95180 0.0 -0.5 -0.3
O -0.02647 5.49355 0.11779 0.1 -0.7 -0.7
O -1.12826 -1.29147 -0.20671 0.0 0.4 1.0
C -1.06757 -4.49320 1.59129 0.3 -0.6 0.2
C 5.64427 -0.29107 0.35717 0.2 2.2 1.2
H -2.09622 -4.72026 1.88382 0.2 0.4 -0.1
H -0.02092 4.60587 -0.32424 -0.3 0.2 0.0
C -0.71136 -3.30655 0.94846 0.9 -0.9 0.7
C 0.03810 -0.16332 -3.72339 -0.9 0.8 -0.2
C -1.77677 -1.52225 2.21849 -0.1 -0.3 0.5
C -0.40488 -1.08391 2.69664 -0.6 -1.4 -0.1
H 0.85905 -2.22309 0.08462 0.3 0.5 0.0
C -4.53428 -4.99538 -0.15321 0.1 2.3 0.3
H -0.29958 5.19449 5.28092 -0.2 -0.5 -0.2
H 4.07420 -2.73979 -1.28657 -0.2 -0.4 -0.4
C -0.18006 5.31693 1.43274 0.5 0.4 0.1
H 0.55157 7.23235 4.11131 -0.1 -0.9 0.1
C -3.50716 -1.38111 -2.39500 0.1 -0.1 0.0
C -4.16667 -1.71024 0.10813 1.0 -0.2 0.9
C -5.03645 -2.50706 -0.81895 1.6 -0.8 -0.4
N 0.10712 -0.05448 2.07710 0.7 1.0 0.1
C 2.21063 1.28545 0.12752 -0.2 0.8 0.8
C -5.11790 -3.65516 0.26293 -1.0 -0.3 0.3
H -0.16613 -2.61731 4.20333 0.0 -0.1 -0.4
C -4.07459 -0.26755 -0.18980 0.6 1.0 -1.1
H -2.86396 -5.79507 -1.06066 0.5 -0.1 -0.1
C 4.05168 4.75179 -0.34147 -1.5 -1.0 -2.2
H -4.12147 -2.67301 2.16766 0.0 -0.6 0.2
H -4.44355 -3.32032 -2.77335 0.3 -0.3 0.0
O 1.14827 0.78921 -0.52288 0.4 0.3 -0.2
C 3.48683 3.84490 -2.50773 -1.3 0.0 0.3
C 0.22820 6.31535 3.58421 0.2 0.9 0.2
C -3.61420 0.79807 0.77338 -1.6 -0.7 1.2
H 2.24772 2.06329 -2.39338 -0.1 -0.2 -0.6
C 2.77152 2.82618 -1.85496 0.7 -0.6 0.0
N -0.20987 2.01758 -2.78671 -0.3 1.0 1.5
C -0.77141 4.19125 2.02846 0.8 1.3 0.7
O -0.59563 2.83535 0.15920 -0.1 -0.1 -0.4
C -2.88139 -3.51311 -1.04699 0.0 0.4 -0.4
H 3.44191 3.91905 -3.58147 0.0 -0.1 -0.2
C 2.77131 2.65307 -0.48073 0.2 0.0 0.3
C 0.17469 -1.03707 -4.92823 1.7 0.4 -0.2
H 1.85231 -6.12619 1.67409 0.8 -0.1 -0.2
C -1.64396 -2.14126 0.78620 0.0 0.8 -1.2
H -4.95778 -5.92843 0.00943 -1.0 -1.5 0.5
C -0.73631 4.15049 3.41974 -1.0 -0.5 0.3
N -2.27186 2.40785 1.69313 -0.5 -1.1 -0.8
C 4.02234 4.87676 -1.77980 1.0 0.0 2.1
C 1.19956 -5.30834 1.44631 0.0 0.4 0.0
H -0.18065 1.50606 -6.02395 0.4 0.0 0.5
C 1.63931 -1.54094 3.87963 0.3 0.1 -0.1
C -0.28253 5.18103 4.19202 0.5 1.2 1.0
C -1.26184 3.08261 1.21983 0.2 -0.6 -0.2
H -2.22171 -2.31004 2.89488 0.6 0.8 -0.6
O -0.10774 3.32423 -2.80101 -0.1 -1.5 -0.4
C -4.03158 -2.74236 -1.94307 0.6 0.3 0.6
N -2.49342 1.34202 0.76570 1.3 0.9 0.0
C -0.04236 1.30538 -3.85125 0.7 0.4 -1.4
H 0.86885 7.18612 1.78442 -0.3 0.0 -0.4
H -1.86001 -3.46758 -1.50306 -1.1 0.0 0.3
H -5.92512 -2.01267 -1.12094 -1.1 0.2 -0.2
H 4.45962 5.76374 -2.25561 -0.1 -0.4 0.2
C -4.13602 -2.82714 1.09650 -0.9 0.0 1.4
H -2.92022 -1.31409 -3.31033 -0.1 -0.3 0.0
C 4.61473 0.61895 0.54242 -1.8 0.4 -1.0
H 3.28873 3.68582 1.33750 0.3 -0.2 0.3
C 1.39217 0.27625 2.33678 -0.9 -1.0 -0.1
H -6.10864 -3.64046 0.76042 0.4 -0.4 -0.5
H -0.37643 -2.07212 -1.57293 -0.5 -0.3 1.1
H -2.44290 -0.65793 2.18124 0.1 -0.2 0.1
H 3.25790 -0.23112 3.26373 -0.3 0.0 0.1
C 0.62680 -3.13496 0.58497 0.1 -0.8 -0.1
H 2.15009 -1.17972 -1.14950 0.3 0.4 0.4
C 2.20041 -0.49156 3.16964 0.5 0.4 -0.1
C -2.96261 -2.64929 0.25171 0.2 0.6 -1.2
H 1.18928 -0.85842 -5.34101 -0.3 -0.3 0.1

***

The calculation returns the following ΔE to the lowest compared entry with this formula, charge and spin values, one per record and in order: 23.8 283.1 kJ/mol.
The calculation returns the following DFT total energy values, one per record and in order: -88465.445 -96085.232 eV.